83
Properties=species:S:1:pos:R:3:forces:R:3:mulliken_spin:R:1 method="wB97M-V/def2-TZVPD" e_above_lowest_kj_mol=140.5 charge=+2 multiplicity=4 homo_energy_ha="-0.467 / -0.480" lumo_energy_ev="-7.31 / -9.46"
Tc 0.18580 1.11532 -1.13512 0.207 -1.265 7.042 0.9955
C -1.20412 1.67187 -2.71836 -0.724 -0.213 -2.723 0.0684
C -1.01834 0.30654 -2.83524 -1.827 -1.322 -2.668 -0.0249
C -0.20257 -0.27811 -4.07513 -0.659 0.367 1.688 -0.0063
C 1.15012 0.42602 -4.02135 -0.420 -1.110 -0.230 0.0243
C 1.49286 0.86369 -2.57367 2.989 3.495 -3.188 -0.1480
C 1.35557 2.37116 -2.17351 -0.514 -2.497 -1.252 0.1590
C 0.52122 3.31375 -2.95100 0.169 0.316 -0.534 0.0135
C -0.65177 2.66772 -3.72155 0.937 0.073 0.401 -0.0045
C 1.29813 1.35787 1.20436 -0.207 -0.103 2.721 -0.0288
H -2.16211 1.98144 -2.29245 0.699 0.003 0.305 -0.0020
H -1.90362 -0.34164 -2.56958 1.171 0.929 0.067 -0.0019
H -0.73822 -0.09710 -5.02549 -0.016 -0.034 0.588 0.0014
H -0.09308 -1.37780 -3.96205 -0.174 0.592 -0.128 0.0028
H 1.88791 -0.32148 -4.28708 0.392 -0.071 -0.128 0.0023
H 1.19850 1.14422 -4.84080 0.329 0.400 0.584 -0.0051
H 2.56636 0.58660 -2.54002 -0.731 0.025 1.102 0.0022
H 2.21016 2.79185 -1.67426 0.026 0.066 0.261 -0.0120
H 1.25562 3.70665 -3.61629 0.259 1.172 -0.943 0.0027
H 0.18957 4.10237 -2.26373 -0.060 0.095 -0.358 -0.0030
H -1.40262 3.43203 -3.91910 -0.024 -0.071 -0.030 0.0022
H -0.32026 2.24320 -4.70629 -0.542 0.376 1.138 0.0005
H 0.92783 2.33669 1.67930 -0.258 -1.005 -1.789 0.0024
H 2.33010 1.52327 1.54383 0.180 -0.580 -0.980 0.0081
H 0.95154 0.62752 1.99980 0.017 0.589 -1.136 -0.0264
P 1.75502 -0.47879 -0.16080 3.865 1.132 -0.534 -0.0942
P -1.35600 -0.54006 -0.00053 -3.583 0.668 -1.809 0.0383
N 3.42150 0.24028 -0.46234 -0.218 -0.336 -0.317 -0.0044
N 2.38974 -1.61727 1.09150 -0.988 1.581 -0.149 0.0034
N -3.01724 0.44765 -0.64055 1.681 -0.065 0.801 -0.0112
N -2.45969 -1.71224 0.90990 0.602 -0.402 1.113 0.0240
C 1.01674 -1.70331 -1.34006 -0.001 -0.720 -0.327 0.0860
C -0.53069 -1.88622 -1.02439 0.066 -0.418 -0.490 0.0337
C 3.76136 1.59774 -0.41666 0.687 0.841 -0.588 0.0062
C 5.00771 1.84137 -0.99201 -1.074 -0.896 0.786 -0.0001
C 5.52174 0.55402 -1.37809 -1.001 -0.738 0.192 -0.0015
C 4.53183 -0.39271 -1.05119 0.947 0.414 -0.459 0.0016
C 3.32959 -1.20050 2.05411 0.456 -0.939 0.203 0.0009
C 4.14989 -2.27274 2.37559 -0.942 1.197 -0.360 0.0009
C 3.69892 -3.39805 1.62212 -1.047 0.772 -0.473 0.0016
C 2.61282 -2.98091 0.87793 0.772 -0.597 0.142 0.0008
C -2.97890 1.85059 -0.47434 -2.232 -0.528 -0.694 -0.0006
C -4.17190 2.39721 -0.95761 1.117 -0.337 0.361 0.0022
C -4.97429 1.31803 -1.46553 1.483 -0.179 0.465 0.0009
C -4.22383 0.16685 -1.27004 -0.622 -0.202 -0.345 0.0002
C -3.78720 -2.16402 0.79452 1.247 0.532 -0.299 0.3086
C -4.03099 -3.17165 1.72263 1.923 -0.820 1.921 0.0978
C -2.82740 -3.31178 2.50607 -2.732 -0.811 -0.383 0.1328
C -1.89991 -2.41723 1.98323 -0.127 1.561 -1.309 0.3109
H 1.53196 -2.68632 -1.32581 -0.510 0.588 0.038 0.0025
H 1.16943 -1.30122 -2.36098 -0.134 -0.305 0.903 0.0080
H -1.06705 -2.01892 -1.99102 0.320 -0.296 0.839 0.0089
H -0.64577 -2.77733 -0.39658 -0.030 -0.091 -0.274 0.0016
H 3.11899 2.33897 0.03159 0.113 -0.244 -0.153 -0.0062
H 5.49952 2.82534 -1.04234 -0.335 -0.775 0.040 0.0000
H 6.51459 0.36515 -1.83509 -1.018 -0.042 0.449 0.0000
H 4.56066 -1.47321 -1.16998 -0.079 0.294 0.034 -0.0003
H 3.29584 -0.19360 2.43656 0.256 -0.070 -0.120 0.0000
H 4.98290 -2.23613 3.06406 -0.163 -0.015 -0.049 0.0000
H 4.12107 -4.38655 1.62450 -0.084 -0.118 0.034 0.0002
H 1.96970 -3.54764 0.23472 0.091 -0.170 -0.029 -0.0012
H -2.13406 2.39882 -0.12221 0.339 -0.001 0.348 0.0146
H -4.34482 3.48092 -0.96679 -0.200 -0.714 -0.012 0.0000
H -5.94135 1.37479 -1.94310 0.083 -0.035 0.118 -0.0001
H -4.50320 -0.84513 -1.56854 0.250 0.449 0.016 0.0010
H -4.48694 -1.76593 0.07574 0.262 0.086 0.078 0.0117
H -4.95060 -3.75060 1.82485 0.354 0.375 0.000 0.0003
H -2.66819 -3.95703 3.37884 -0.080 0.292 -0.605 -0.0052
H -0.88406 -2.20290 2.30012 -0.082 -0.126 0.018 0.0493
C -1.47435 1.48768 2.13700 -0.804 0.452 1.194 0.3774
C -1.39283 0.79226 3.36297 0.367 -0.122 -0.102 0.0401
C -2.53235 0.01037 3.67454 0.372 -0.326 -0.033 0.2046
C -2.50686 -0.85484 4.74677 0.325 -0.278 0.554 -0.0569
C -1.35732 -0.94039 5.56433 0.382 0.041 0.057 0.1973
C -0.22397 -0.13342 5.28183 -0.223 -0.043 0.204 -0.0901
C -0.23919 0.75575 4.20585 -0.523 -0.356 -0.073 0.1984
H -2.41659 1.29936 1.63580 0.234 0.593 -0.025 0.1030
H -0.93113 2.41599 2.01439 -0.151 -0.207 -0.436 -0.0304
H -3.40929 0.09420 3.02538 0.218 -0.053 0.315 -0.0020
H -3.38161 -1.46596 4.95424 0.129 0.121 0.183 -0.0003
H -1.34406 -1.62630 6.43617 0.007 0.570 -0.744 0.0079
H 0.67783 -0.18469 5.91577 -0.674 -0.049 -0.315 -0.0018
H 0.62968 1.38857 3.96773 -0.510 -0.358 0.289 0.0071